(1)
This record from the OMol25 dataset describes a structure of composition C26H30CeN5O4. The level of theory is ωB97M-V/def2-TZVPD.

Values from the calculation:
Multiplicity   2
LUMO energy (alpha / beta)   0.37 / 0.37 eV
Electronic energy   -56022.402 eV

Geometry (Å):
Ce -0.25 -0.25 0.02
C -1.11 -0.38 3.36
N 0.03 0.30 2.71
C 1.24 -0.41 3.11
C 2.60 -0.05 2.44
C 2.92 -0.73 1.09
N 2.25 -0.05 -0.09
C 3.06 0.20 -1.10
C 2.73 0.67 -2.39
C 3.79 0.88 -3.30
C 3.53 1.42 -4.55
C 2.22 1.81 -4.89
C 1.16 1.58 -4.04
C 1.36 0.96 -2.79
O 0.31 0.62 -2.09
C -0.08 1.75 3.12
C 0.77 2.80 2.41
C 0.54 3.00 0.91
N -0.67 2.28 0.40
C -1.52 3.04 -0.21
C -2.64 2.61 -0.99
C -3.24 3.53 -1.90
C -4.28 3.12 -2.69
C -4.83 1.83 -2.52
C -4.30 0.93 -1.62
C -3.13 1.28 -0.89
O -2.47 0.35 -0.22
H -0.93 -0.49 4.44
H -1.31 -1.37 2.95
H -2.02 0.21 3.24
H 1.06 -1.47 2.94
H 1.33 -0.29 4.23
H 3.33 -0.35 3.17
H 2.73 1.04 2.30
H 2.57 -1.77 1.12
H 4.02 -0.72 0.92
H 4.16 0.06 -1.00
H 4.81 0.56 -3.02
H 4.37 1.48 -5.26
H 2.03 2.29 -5.85
H 0.13 1.78 -4.35
H 0.13 1.79 4.20
H -1.15 2.01 3.02
H 1.79 2.59 2.59
H 0.55 3.75 2.95
H 1.41 2.65 0.35
H 0.48 4.09 0.70
H -1.47 4.15 -0.11
H -2.90 4.56 -1.98
H -4.72 3.79 -3.45
H -5.69 1.53 -3.11
H -4.67 -0.08 -1.51
C -1.62 -5.93 1.79
N -0.95 -4.94 0.94
C -0.19 -5.31 -0.13
C 0.34 -4.41 -1.02
C 0.01 -3.05 -0.77
O 0.28 -2.09 -1.52
N -0.56 -2.70 0.42
C -1.13 -3.61 1.26
O -1.76 -3.25 2.27
H -1.66 -6.85 1.25
H -2.65 -5.60 2.03
H -1.07 -6.10 2.72
H 0.00 -6.38 -0.18
H 0.96 -4.65 -1.87


(2)
This record from the OMol25 dataset describes a structure of composition C15H39AsBF6FeO2Sb2Se4Si3. The level of theory is ωB97M-V/def2-TZVPD.

Values from the calculation:
ΔE to the lowest compared entry with this formula, charge and spin   4.80 kJ/mol
Net charge   -2
Multiplicity   6
LUMO energy (alpha / beta)   4.00 / 4.00 eV
Electronic energy   -430598.719 eV

Geometry (Å):
Fe 0.08 -0.09 0.92
Se 1.82 -3.75 4.01
Sb 0.85 -2.71 1.97
Se -1.01 -1.13 2.81
Se -0.45 -0.81 -1.48
Se -0.16 -5.00 1.83
F 2.17 0.54 0.35
As 2.98 1.71 1.43
F 1.44 1.88 2.24
F 2.51 2.97 0.32
F 3.70 2.88 2.47
F 4.44 1.48 0.54
F 3.38 0.42 2.49
C 0.89 2.66 -4.45
C 1.80 2.15 -3.34
C 2.70 3.26 -2.83
O 0.95 1.68 -2.27
B 0.79 0.31 -2.43
O 1.62 -0.18 -3.43
C 2.57 0.86 -3.74
C 3.79 0.61 -2.86
C 2.94 0.77 -5.21
H 0.24 3.44 -4.05
H 0.26 1.85 -4.84
H 1.47 3.08 -5.28
H 2.13 4.18 -2.70
H 3.49 3.46 -3.56
H 3.15 3.00 -1.88
H 3.55 0.72 -1.80
H 4.60 1.31 -3.10
H 4.14 -0.40 -3.03
H 2.05 0.75 -5.84
H 3.50 -0.15 -5.38
H 3.57 1.62 -5.49
C 0.58 5.28 1.54
Si -0.86 4.87 0.43
C -2.23 6.11 0.80
C -0.40 5.09 -1.37
Sb -1.47 2.41 0.75
Si -3.42 2.13 -0.86
C -2.80 2.28 -2.62
C -4.77 3.43 -0.61
C -4.17 0.44 -0.58
Si -2.69 2.54 3.01
C -3.98 1.19 3.11
C -3.59 4.16 3.33
C -1.39 2.38 4.34
H 0.92 6.31 1.36
H 1.42 4.60 1.36
H 0.30 5.20 2.59
H -1.90 7.10 0.47
H -2.45 6.17 1.87
H -3.15 5.88 0.27
H 0.27 5.94 -1.51
H -1.29 5.25 -1.99
H 0.11 4.19 -1.73
H -2.35 3.26 -2.81
H -3.63 2.14 -3.33
H -2.05 1.51 -2.80
H -4.42 4.42 -0.92
H -5.09 3.49 0.43
H -5.64 3.18 -1.22
H -3.39 -0.31 -0.52
H -4.83 0.18 -1.41
H -4.76 0.42 0.34
H -4.87 1.47 2.56
H -4.26 1.03 4.16
H -3.59 0.24 2.72
H -4.22 4.47 2.49
H -2.89 4.96 3.56
H -4.24 4.03 4.21
H -0.88 1.42 4.26
H -1.84 2.46 5.33
H -0.63 3.17 4.23


(3)
This record from the OMol25 dataset describes the molecule C5H11NO2S. The level of theory is ωB97M-V/def2-TZVPD.

Values from the calculation:
ΔE to the lowest compared entry with this formula, charge and spin   34.11 kJ/mol
Structure (SMILES)   CSCC[C@H](N)C(=O)O
LUMO energy   0.57 eV
Electronic energy   -21783.930 eV

Geometry (Å):
C 3.30 1.24 0.25
S 2.80 -0.33 -0.48
C 1.26 -0.71 0.40
C 0.06 0.07 -0.13
C -1.22 -0.31 0.55
N -1.36 -1.73 0.48
C -2.39 0.42 -0.12
O -2.98 -0.11 -1.07
O -2.75 1.56 0.38
H 4.26 1.44 -0.22
H 3.50 1.22 1.32
H 2.58 2.10 0.14
H 1.36 -0.51 1.47
H 1.09 -1.76 0.32
H 0.27 1.18 -0.05
H -0.11 -0.16 -1.22
H -1.22 0.03 1.57
H -1.75 -1.92 -0.47
H -1.98 -2.08 1.23
H -3.54 1.92 -0.01


(4)
This record from the OMol25 dataset describes a cluster of 9 separate species, C27H60F9N3O20P3 in total. The level of theory is ωB97M-V/def2-TZVPD.

Values from the calculation:
ΔE to the lowest compared entry with this formula, charge and spin   767.16 kJ/mol
Net charge   -1
LUMO energy   1.90 eV
Electronic energy   -126721.560 eV

Geometry (Å):
P -0.87 2.65 1.28
F -0.66 4.26 1.31
F 0.71 2.59 1.70
F -1.45 2.69 2.80
F -1.12 1.05 1.35
F -2.38 2.74 0.55
F -0.39 2.53 -0.25
C 7.54 -8.19 -1.02
C 6.61 -6.92 -0.96
C 7.26 -5.47 -0.68
O 6.05 -4.53 -0.71
C 6.27 -3.28 -0.11
N 5.67 -7.00 -2.03
H 8.29 -8.22 -0.23
H 7.95 -8.22 -2.03
H 6.90 -9.07 -0.97
H 6.13 -7.05 0.01
H 7.94 -5.30 -1.51
H 7.95 -5.63 0.15
H 5.97 -3.28 0.94
H 5.79 -2.50 -0.70
H 7.33 -3.03 -0.24
H 6.16 -7.36 -2.84
H 4.89 -7.58 -1.77
C 2.16 0.45 7.48
C 1.59 -0.96 7.41
C 0.44 -1.15 8.40
O -0.01 -2.41 8.29
C -0.88 -2.77 9.30
N 1.17 -1.29 6.09
H 1.42 1.25 7.35
H 2.89 0.66 6.70
H 2.75 0.60 8.38
H 2.31 -1.66 7.81
H -0.39 -0.47 8.24
H 0.88 -0.86 9.36
H -0.42 -2.83 10.29
H -1.32 -3.75 9.12
H -1.71 -2.07 9.31
H 0.49 -0.66 5.69
H 1.91 -1.33 5.40
C -3.12 -3.33 -4.36
C -1.84 -4.08 -4.28
C -1.33 -4.62 -5.56
O -0.32 -5.63 -5.18
C -0.32 -6.76 -6.02
N -0.71 -3.36 -3.63
H -3.71 -2.99 -3.51
H -3.86 -3.93 -4.87
H -2.98 -2.46 -5.01
H -2.19 -4.86 -3.61
H -0.86 -3.87 -6.20
H -2.23 -5.04 -6.01
H 0.29 -7.45 -5.44
H 0.14 -6.48 -6.97
H -1.27 -7.28 -6.12
H -0.66 -2.52 -4.19
H -1.04 -2.97 -2.76
C -6.74 -5.21 2.77
O -6.91 -4.42 3.94
P -5.92 -4.46 5.20
O -4.44 -4.55 4.85
O -6.28 -3.05 5.92
C -6.11 -1.94 5.13
O -6.63 -5.48 6.32
C -6.82 -6.89 6.07
H -7.29 -6.15 2.85
H -5.70 -5.45 2.59
H -7.19 -4.64 1.95
H -5.34 -2.08 4.36
H -5.73 -1.12 5.73
H -7.01 -1.56 4.66
H -7.75 -7.22 6.53
H -6.04 -7.55 6.45
H -6.96 -7.22 5.04
C 4.87 1.85 -5.32
O 5.88 0.93 -5.73
P 5.52 -0.41 -6.63
O 4.81 -1.48 -5.80
O 4.62 0.20 -7.89
C 5.04 1.26 -8.67
O 6.91 -0.97 -7.31
C 6.87 -2.11 -8.15
H 4.86 2.13 -4.27
H 3.86 1.74 -5.73
H 5.14 2.80 -5.80
H 4.28 2.04 -8.78
H 4.90 0.95 -9.71
H 6.04 1.61 -8.42
H 6.89 -1.84 -9.21
H 6.08 -2.80 -7.86
H 7.75 -2.68 -7.84
C 0.99 10.28 -2.08
C 0.89 11.69 -2.63
O 1.60 11.48 -3.83
C 2.51 10.53 -3.74
O 3.40 10.17 -4.52
O 2.20 9.87 -2.65
F 1.44 12.57 -1.82
H 0.14 9.60 -2.16
H 1.24 10.26 -1.02
H -0.17 11.87 -2.84
C -6.93 4.39 -3.61
C -6.97 5.77 -3.00
O -8.23 6.24 -3.47
C -8.66 5.45 -4.49
O -9.53 5.76 -5.26
O -7.97 4.41 -4.55
F -5.97 6.50 -3.59
H -7.28 3.58 -2.98
H -5.97 4.23 -4.10
H -6.68 5.70 -1.95
C -1.75 8.83 6.55
C -1.34 10.12 5.85
O -2.61 10.69 5.54
C -3.61 10.16 6.29
O -4.79 10.45 6.25
O -3.10 9.13 6.89
F -0.69 9.77 4.77
H -1.15 8.61 7.43
H -1.63 7.88 6.02
H -0.69 10.71 6.49


The highest electronic energy belongs to which entry?
C5H11NO2S


Which formula does entry 2 have?
C15H39AsBF6FeO2Sb2Se4Si3